No. 1
Computed, not measured: a 2-piece molecular cluster, C3H4O2S overall in a non-equilibrium geometry, with ωB97M-V/def2-TZVPD.

The HOMO-LUMO gap (alpha / beta) is 0.309 / 0.309 hartree. The calculation puts the relative energy (zero: lowest compared OMol25 entry of this formula, charge and spin) at 7.3542 eV. The value obtained for the total energy is -18098.711 eV. The calculation puts the strongest force on any atom at 5.82 eV/Å.

```
! RIJCOSX wB97M-V def2-TZVPD def2/J DEFGRID3
* xyz 0 1
C -0.96191 -1.59185 -0.72901
C -0.28834 -0.52699 -0.94065
C 0.27693 0.70459 -0.27274
O 0.43227 -2.13325 -3.03593
O -1.84667 -1.17951 -3.19949
S -0.67749 -1.48267 -2.41777
H -1.68713 -2.39884 0.86387
H 1.08931 0.39851 0.35983
H -0.55021 1.17363 0.43307
H 0.66931 1.57484 -1.03434
*
```

Quick look at the Löwdin charges, all values in e: -0.18 -0.37 -0.06 -0.30 -0.31 0.69 0.22 0.06 0.12 0.14

***

No. 2
Computed, not measured: C43H39N9O4S4Zr as an isolated structure, with ωB97M-V/def2-TZVPD.

The HOMO-LUMO gap is 0.261 hartree. The calculation puts the relative energy (zero: lowest compared OMol25 entry of this formula, charge and spin) at 0.4260 eV. The value obtained for the total energy is -111437.389 eV. The calculation puts the strongest force on any atom at 0.78 eV/Å.

```
! RIJCOSX wB97M-V def2-TZVPD def2/J DEFGRID3
* xyz 2 1
Zr 0.03893 0.19826 0.01180
O -3.96324 6.23868 -1.02197
C -4.18534 5.46156 0.13034
C -3.23230 4.30262 0.12631
C -3.22116 3.37604 1.15837
C -2.34497 2.31472 1.10606
N -1.47457 2.11633 0.10010
C -1.47936 3.02177 -0.89788
C -2.33500 4.11072 -0.91212
C -0.51541 2.79425 -2.00082
C -0.40415 3.66544 -3.07159
C 0.51800 3.41712 -4.07885
C 0.65424 4.39202 -5.22482
O -0.58810 4.94585 -5.59754
C 1.29317 2.27206 -3.97353
C 1.12376 1.44461 -2.88269
N 0.24707 1.69142 -1.89955
H -4.56906 6.98581 -1.03041
H -5.20712 5.06579 0.16332
H -4.02672 6.03967 1.04812
H -3.89866 3.45892 1.99822
H -2.33542 1.58123 1.89572
H -2.32805 4.82063 -1.72213
H -1.03327 4.53791 -3.15337
H 1.17355 3.92108 -6.06249
H 1.27177 5.22922 -4.89121
H -1.03650 4.35470 -6.21060
H 2.02345 2.01389 -4.72900
H 1.72455 0.55385 -2.77599
O -1.11312 -0.01521 1.81688
N -1.38360 -1.16625 2.34063
N -0.96969 -2.10464 1.62084
O -0.34289 -1.84916 0.50376
C -1.25026 -3.47301 1.94863
C -0.44032 -4.45037 1.39836
C -0.71103 -5.77595 1.69814
C -1.77024 -6.10174 2.53369
C -2.56784 -5.10060 3.07570
C -2.31568 -3.77119 2.78432
H 0.38170 -4.17237 0.75433
H -0.08694 -6.55537 1.28297
H -1.97535 -7.13802 2.76544
H -3.39687 -5.35687 3.72097
H -2.94542 -2.98263 3.17145
S 0.52637 -3.19343 -3.20007
C -1.03130 -2.51605 -3.57748
C -1.96557 -2.95659 -4.50635
C -3.09848 -2.18796 -4.69564
C -3.29397 -1.00368 -3.97583
C -2.37227 -0.57566 -3.04107
C -1.23308 -1.34967 -2.83209
N -0.16818 -1.03717 -1.99187
C 0.83272 -1.86848 -2.14399
C 2.11680 -1.59932 -1.51247
C 3.25687 -2.31506 -1.88167
C 4.48873 -1.93369 -1.38745
C 4.56637 -0.84163 -0.53261
C 3.41774 -0.16163 -0.14691
C 2.15008 -0.51088 -0.61595
H -1.79922 -3.85598 -5.08373
H -3.82720 -2.48973 -5.43640
H -4.17595 -0.40640 -4.16645
H -2.52855 0.33428 -2.47801
H 3.18840 -3.15106 -2.56855
H 5.38219 -2.47247 -1.67142
H 5.52946 -0.52728 -0.15092
H 3.52664 0.64229 0.56997
C 0.30651 -1.16751 5.26355
N 0.26404 0.15181 4.64998
C -0.44571 1.24192 5.12354
C -0.25448 2.25710 4.26742
N 0.56776 1.77383 3.25064
C 0.87695 0.45910 3.49190
S 1.78296 -0.55401 2.50829
C 1.20787 2.56684 2.27969
C 1.75716 3.77390 2.68726
C 2.46787 4.52969 1.77690
C 2.64821 4.02418 0.50018
C 2.06555 2.81646 0.18018
N 1.31298 2.09506 1.03164
H -0.09410 -1.09095 6.27042
H 1.33528 -1.51609 5.30345
H -0.28744 -1.87003 4.68091
H -1.01603 1.19597 6.03381
H -0.61900 3.26808 4.27882
H 1.65834 4.08189 3.71840
H 2.90812 5.47221 2.07278
H 3.23944 4.54610 -0.23804
H 2.21861 2.38671 -0.79604
S -3.59664 -0.65204 0.08473
C -4.19461 -1.96588 -0.74913
N -5.41939 -2.06734 -1.25156
C -5.72105 -3.21903 -2.09392
C -4.73663 -4.30570 -1.67326
S -3.27215 -3.41124 -1.05900
H -6.04880 -1.28357 -1.16732
H -5.57823 -2.94945 -3.14331
H -6.75207 -3.53373 -1.94499
H -4.45968 -4.94448 -2.50753
H -5.12834 -4.92006 -0.86489
*
```

Here are the Löwdin charges for atoms 1 to 99, given in e: 1.76 -0.04 -0.20 -0.15 0.02 -0.14 0.01 -0.18 0.07 -0.19 0.07 -0.15 -0.19 -0.03 0.03 -0.10 -0.01 0.11 0.14 0.14 0.13 0.09 0.12 0.12 0.13 0.14 0.11 0.13 0.11 -0.41 0.04 -0.19 -0.26 -0.20 -0.01 -0.05 -0.06 -0.06 -0.02 0.12 0.12 0.11 0.11 0.12 1.18 -0.47 -0.08 -0.08 -0.07 -0.06 -0.32 -0.04 -0.54 -0.29 -0.04 -0.05 -0.05 -0.17 -0.26 0.12 0.11 0.12 0.09 0.10 0.12 0.11 0.06 0.00 -0.10 -0.01 -0.03 -0.01 -0.71 0.79 -0.26 0.03 -0.01 -0.01 -0.12 0.04 0.10 0.09 0.08 0.14 0.13 0.13 0.13 0.12 0.09 0.66 -1.11 -0.04 -0.20 -0.38 0.98 0.14 0.11 0.13 0.09

***

No. 3
Computed, not measured: a 2-piece molecular cluster, C4H5NO2 overall in a non-equilibrium geometry, with ωB97M-V/def2-TZVPD.

The HOMO-LUMO gap is 0.244 hartree. The calculation puts the relative energy (zero: lowest compared OMol25 entry of this formula, charge and spin) at 6.8802 eV. The value obtained for the total energy is -9807.435 eV. The calculation puts the strongest force on any atom at 9.95 eV/Å.

```
! RIJCOSX wB97M-V def2-TZVPD def2/J DEFGRID3
* xyz 0 1
C 0.32160 -0.71605 -0.20171
C -0.89305 -0.92768 0.46404
C -1.56438 0.31947 0.76298
C -0.62909 1.26035 0.43998
H 1.73008 -2.34591 -0.11357
H -1.40438 -1.96613 0.24831
H -2.58746 0.72231 0.95738
H -0.62504 2.41719 0.34066
H 2.42429 0.60380 -0.89303
N 0.50605 0.62520 -0.24142
O 1.19386 -1.26066 -0.91608
O 1.52752 1.26812 -0.84754
*
```

Quick look at the Löwdin charges, all values in e: -0.54 -0.08 -0.12 -0.08 0.35 0.13 0.11 0.14 0.22 -0.14 0.01 -0.01

***

No. 4
Computed, not measured: C33H73NbO21P as an isolated structure, with ωB97M-V/def2-TZVPD.

The HOMO-LUMO gap is 0.215 hartree. The calculation puts the relative energy (zero: lowest compared OMol25 entry of this formula, charge and spin) at 0.2973 eV. The value obtained for the total energy is -89238.278 eV. The calculation puts the strongest force on any atom at 0.87 eV/Å.

```
! RIJCOSX wB97M-V def2-TZVPD def2/J DEFGRID3
* xyz -1 1
C -6.53205 0.47790 -0.03269
C -7.18810 1.73297 -0.58891
C -6.17347 2.76034 -1.08210
Nb -5.32355 2.47302 -3.18550
P -3.02645 1.62389 -2.51016
C -2.14676 2.70769 -1.30567
C -2.86099 -0.09445 -1.86104
H -7.17488 -0.03076 0.68225
H -6.30914 -0.23169 -0.82206
H -5.59474 0.71564 0.46715
H -7.83101 1.44210 -1.41405
H -7.84787 2.16245 0.16925
H -5.37125 2.86168 -0.34602
H -6.69166 3.71194 -1.11274
H -4.74722 4.25910 -3.17203
H -5.20873 2.46504 -5.03736
H -5.96450 0.71419 -3.28307
H -7.02997 3.04127 -3.51232
H -1.25396 3.13531 -1.74654
H -1.82242 2.13003 -0.44636
H -2.79652 3.51023 -0.98276
H -2.40183 -0.73147 -2.60867
H -3.83208 -0.50109 -1.61287
H -2.21065 -0.11521 -0.99249
C 1.10209 0.98419 -4.99882
C -0.38809 0.93953 -5.23428
O -0.71928 1.11811 -6.62880
C -0.51501 0.07206 -7.40088
O -0.10541 -1.01639 -7.07150
O -0.84075 0.40333 -8.65658
C -0.63285 -0.63027 -9.61611
H 1.54467 1.90178 -5.38640
H 1.29327 0.92125 -3.92665
H 1.58774 0.13805 -5.48443
H -0.87469 1.75518 -4.70821
H -0.82218 0.00804 -4.87563
H -1.14513 -1.54252 -9.31859
H 0.42971 -0.83973 -9.73403
H -1.04714 -0.24433 -10.54212
C 3.44529 1.63420 3.10716
C 3.11764 0.17515 3.32619
O 1.74478 -0.02825 3.71024
C 0.85582 0.07536 2.71927
O 1.11369 0.29111 1.56373
O -0.35294 -0.11815 3.23088
C -1.43402 0.04010 2.29616
H 3.19487 2.21548 3.99476
H 4.51165 1.74367 2.90880
H 2.89115 2.03096 2.25917
H 3.68358 -0.23203 4.16229
H 3.33212 -0.42120 2.44000
H -1.27484 -0.57519 1.41471
H -1.53775 1.08316 2.00621
H -2.32174 -0.28875 2.82487
C 1.04858 -0.92265 6.60495
C 1.50275 -2.21569 7.23527
O 2.67663 -2.04130 8.06810
C 2.45276 -1.48777 9.25190
O 1.38955 -1.15404 9.70406
O 3.62649 -1.36597 9.88047
C 3.54886 -0.74088 11.16674
H 1.86795 -0.46124 6.05406
H 0.23217 -1.10907 5.90836
H 0.70542 -0.22507 7.36729
H 1.83016 -2.92514 6.47810
H 0.71910 -2.68447 7.82766
H 2.82590 -1.25260 11.79682
H 3.26252 0.30385 11.06470
H 4.54802 -0.82383 11.58105
C 5.09204 -9.36707 9.08941
C 3.95789 -8.60820 9.73919
O 4.33224 -7.26573 10.09968
C 4.38517 -6.40025 9.08616
O 4.12170 -6.64654 7.93702
O 4.77102 -5.22431 9.56190
C 4.91858 -4.19341 8.57092
H 5.96934 -9.36450 9.73654
H 4.78971 -10.40018 8.91731
H 5.35739 -8.91895 8.13408
H 3.67356 -9.06136 10.68628
H 3.08122 -8.57282 9.09419
H 4.01055 -4.09442 7.98427
H 5.75697 -4.42516 7.91667
H 5.10786 -3.28108 9.12554
C 3.05903 -2.51289 -0.25354
C 1.64151 -2.27415 -0.71732
O 1.54470 -2.01827 -2.13030
C 1.64156 -3.07125 -2.93745
O 1.83771 -4.21302 -2.60810
O 1.47128 -2.62359 -4.17546
C 1.56959 -3.59137 -5.22525
H 3.70112 -1.67138 -0.51846
H 3.06329 -2.61746 0.83204
H 3.46760 -3.42174 -0.69251
H 1.22669 -1.37710 -0.26155
H 0.99762 -3.11814 -0.47107
H 0.89478 -4.42334 -5.03816
H 2.59091 -3.96150 -5.30416
H 1.27986 -3.05038 -6.12043
C 7.88473 1.62695 -6.21322
C 7.31435 0.35107 -6.78930
O 6.86033 -0.55620 -5.76895
C 5.69118 -0.23390 -5.20863
O 5.00591 0.70890 -5.50726
O 5.41759 -1.13264 -4.27224
C 4.19929 -0.89084 -3.55017
H 8.68325 1.39967 -5.50655
H 8.29433 2.24029 -7.01613
H 7.11182 2.19619 -5.70100
H 8.07636 -0.21548 -7.32037
H 6.49331 0.55690 -7.47453
H 3.34382 -0.78436 -4.20971
H 4.30395 0.00423 -2.93909
H 4.06655 -1.75572 -2.90793
C -8.91444 9.49552 -4.75226
C -7.81549 8.46493 -4.89498
O -7.41795 7.90754 -3.63539
C -8.25672 6.99717 -3.12917
O -9.28519 6.63513 -3.64161
O -7.76447 6.57901 -1.97615
C -8.55563 5.59429 -1.30451
H -8.61192 10.27776 -4.05492
H -9.11808 9.95280 -5.72145
H -9.82803 9.03140 -4.38643
H -6.90346 8.91688 -5.27974
H -8.11049 7.65875 -5.56509
H -8.74707 4.74186 -1.95232
H -9.49518 6.02529 -0.95906
H -7.96845 5.26802 -0.45349
*
```

Here are the Löwdin charges for atoms 1 to 99, given in e: -0.15 -0.40 -0.45 0.75 0.58 -0.39 -0.38 0.05 0.04 0.05 0.06 0.08 0.01 -0.03 -0.17 -0.19 -0.16 -0.15 0.00 0.00 0.00 0.00 -0.01 0.00 -0.06 -0.20 0.06 -0.61 0.10 0.00 -0.05 0.08 0.08 0.06 0.09 0.12 0.09 0.09 0.09 -0.06 -0.21 0.01 -0.61 0.12 0.00 -0.02 0.08 0.08 0.08 0.12 0.11 0.09 0.10 0.10 -0.05 -0.19 0.02 -0.61 0.13 -0.02 -0.03 0.07 0.08 0.08 0.12 0.13 0.10 0.10 0.09 -0.07 -0.21 0.03 -0.62 0.12 0.01 -0.02 0.08 0.08 0.07 0.12 0.12 0.08 0.10 0.08 -0.06 -0.20 0.02 -0.63 0.13 -0.01 -0.02 0.07 0.07 0.08 0.10 0.13 0.10 0.10 0.08

***

No. 5
Computed, not measured: C25H22AgBrN6Se as an isolated structure, with ωB97M-V/def2-TZVPD.

The HOMO-LUMO gap is 0.125 hartree. The calculation puts the relative energy (zero: lowest compared OMol25 entry of this formula, charge and spin) at 0.9199 eV. The value obtained for the total energy is -174609.670 eV. The calculation puts the strongest force on any atom at 0.91 eV/Å.

```
! RIJCOSX wB97M-V def2-TZVPD def2/J DEFGRID3
* xyz -2 1
Ag 0.23007 0.14224 2.58091
C -4.59391 -3.05851 -2.84379
C -3.55645 -2.19955 -2.17555
C -3.25745 -0.91375 -2.62939
C -2.34477 -0.11104 -1.98461
C -1.63333 -0.51730 -0.81968
N -0.78615 0.29812 -0.15803
C -0.02382 1.15499 -0.88217
C 0.62391 0.76730 -2.08047
C 1.47559 1.59364 -2.78247
C 1.76130 2.88323 -2.34506
C 2.75019 3.76737 -3.05238
C 1.13137 3.29897 -1.17828
C 0.25008 2.48725 -0.47825
N -0.40587 3.07041 0.63976
C -0.94501 4.31101 0.69523
C -1.30364 4.53774 2.00409
C -0.93237 3.36060 2.68237
N -0.40092 2.49246 1.84388
C -1.93935 -1.83253 -0.39236
C -2.87494 -2.62554 -1.04493
N -1.22855 -2.43262 0.68207
C -0.48614 -3.56160 0.60071
C -0.06958 -3.86662 1.87618
C -0.60925 -2.84085 2.67433
N -1.31861 -1.99152 1.94494
H -4.62890 -2.87731 -3.92096
H -5.60035 -2.87194 -2.45399
H -4.38444 -4.12005 -2.69525
H -3.76206 -0.52520 -3.51069
H -2.15007 0.88290 -2.36924
H 0.43451 -0.23483 -2.44874
H 1.94355 1.21578 -3.68776
H 2.77269 3.56702 -4.12615
H 3.76772 3.62501 -2.67502
H 2.50139 4.82233 -2.91764
H 1.32881 4.28899 -0.77980
H -1.03941 4.90747 -0.19700
H -1.77885 5.41950 2.39859
H -1.00438 3.06603 3.71921
H -3.05668 -3.61552 -0.63710
H -0.30765 -4.03307 -0.35156
H 0.56927 -4.68079 2.17243
H -0.47642 -2.61802 3.72330
Br 4.35408 -3.97798 2.78765
C 3.62192 -2.28183 2.29134
C 3.01918 -2.14850 1.05147
C 2.50725 -0.89877 0.73933
N 2.57105 0.15165 1.55564
C 3.09467 -0.03094 2.76951
C 3.66661 -1.23113 3.17918
H 2.91972 -2.98259 0.37271
H 1.98437 -0.73222 -0.19717
H 3.00624 0.78953 3.47263
H 4.04783 -1.33249 4.18380
Se 0.56596 0.24307 5.17424
*
```

Quick look at the Löwdin charges, all values in e: 0.39 -0.09 -0.32 -0.08 -0.04 -0.26 0.08 -0.28 -0.06 -0.08 -0.31 -0.08 0.00 -0.13 -0.10 -0.10 -0.09 -0.16 0.05 -0.14 -0.01 -0.12 -0.10 -0.09 -0.19 0.06 0.06 0.07 0.06 0.10 0.11 0.11 0.10 0.06 0.07 0.06 0.11 0.11 0.07 0.07 0.11 0.11 0.08 0.05 0.65 -0.68 -0.14 -0.17 0.01 -0.24 -0.13 0.09 0.09 0.04 0.10 -0.89